{
  "formula": "C8H12N2O2",
  "method": "the ωB97M-V functional and the def2-TZVPD basis",
  "species": ["C", "C", "C", "C", "C", "C", "C", "C", "H", "H", "H", "H", "H", "H", "H", "H", "H", "H", "H", "H", "N", "N", "O", "O"],
  "positions_angstrom": [[2.13594, 2.58993, -0.12697], [0.76445, 0.60602, -0.08443], [-0.42429, 1.36203, -0.05410], [-1.69210, 0.73124, 0.02829], [-1.72980, -0.64165, -0.14989], [-0.59011, -1.42371, -0.43763], [0.65748, -0.78993, -0.33199], [2.39188, -2.27054, 0.69068], [3.21181, 2.77833, -0.26679], [1.63968, 2.96548, -1.03036], [1.78316, 3.11627, 0.70935], [-0.14947, 2.44078, 0.16832], [-3.68864, 0.80816, -0.04694], [-3.01004, 2.22740, 0.73658], [-2.86558, -2.18520, 0.02731], [-3.40611, -0.76383, 0.57023], [-0.73174, -2.44098, -0.73324], [1.71688, -3.02638, 0.92652], [2.63646, -1.65642, 1.57695], [3.24480, -2.65417, 0.19262], [-2.88634, 1.18274, 0.48913], [-2.96900, -1.20868, -0.15905], [2.00290, 1.14716, 0.07382], [1.93778, -1.44820, -0.36693]],
  "atomic_forces_ev_per_a": [[0.96, -1.58, -1.21], [-1.68, -0.82, -0.83], [0.97, 1.03, 1.24], [2.83, -0.43, 0.14], [2.81, -0.61, -1.83], [0.52, 2.18, 0.51], [2.04, -0.36, 1.04], [0.26, 2.28, -0.38], [-0.40, -0.23, 0.26], [-0.14, -0.41, 0.10], [-0.48, 0.76, 1.27], [-1.49, -1.22, -0.30], [0.63, 0.89, 0.31], [0.47, -2.53, -0.85], [-0.46, -0.59, 0.04], [-2.08, 0.48, 2.30], [0.28, -0.57, 0.11], [-1.27, -1.43, 0.53], [0.03, -0.37, -0.24], [1.18, -0.82, 0.39], [-2.66, 4.02, 0.62], [-0.08, -1.78, -1.48], [0.10, 1.21, -0.50], [-2.37, 0.93, -1.22]],
  "homo_lumo_gap_ev": 8.01,
  "energy_ha": -571.94800,
  "spin_multiplicity": 1,
  "smiles": "COc1cc(N)c(N)cc1OC",
  "molar_mass_g_mol": 168.2,
  "homo_ev": -7.10,
  "e_above_lowest_ev": 3.4120
}